(1)
This record from OMol25 describes a molecular structure, C3H8N4O at a distorted geometry. The level of theory is wB97M-V/def2-TZVPD.

Results
gap between HOMO and LUMO = 0.3352 Ha

The geometry in XYZ format:
```
16
Properties=species:S:1:pos:R:3:mulliken_charge:R:1
C 1.94264 1.06944 0.78816 -0.475
C -0.05007 2.12986 0.36111 0.129
C -1.33816 -1.00075 -0.24530 -0.069
H 2.45097 0.78425 -0.33619 0.177
H 2.93266 1.06786 1.63638 0.220
H 1.23667 0.08033 1.10833 0.315
H -0.60352 3.18465 0.37541 0.262
H -2.35298 -0.69309 0.04565 0.361
H -2.17681 -2.66904 -1.11877 0.268
H 0.62600 -3.37696 -0.47649 0.263
H 0.44246 -1.37993 -1.10280 0.416
N -0.82061 1.15795 0.25064 -0.430
N -0.30582 -0.29010 0.20336 -0.433
N -1.18245 -2.22611 -0.78622 -0.101
N 0.11915 -2.55073 -1.31709 -0.610
O 1.18078 2.14669 0.74872 -0.292
```

=====

(2)
This record from OMol25 describes C3H8N4O in the gas phase at a distorted geometry. The level of theory is wB97M-V/def2-TZVPD.

Results
gap between HOMO and LUMO = 0.3701 Ha

The geometry in XYZ format:
```
16
Properties=species:S:1:pos:R:3:mulliken_charge:R:1
H -2.00618 2.12791 -1.62667 0.208
N -0.92079 2.05030 -1.61386 -0.697
C -0.69267 1.18865 -0.61875 0.577
N -1.69386 0.59594 0.16244 -0.491
N 0.78310 0.83195 -0.27178 -0.471
C 0.84447 -0.59985 -0.59051 -0.369
C 1.02804 -1.48320 0.58802 0.278
N 1.03487 -0.73805 1.83340 -0.423
O 1.18313 -2.65128 0.55047 -0.570
H -1.54463 -0.41375 0.83429 0.296
H -2.71378 0.73485 0.04880 0.192
H 1.21389 1.33830 -1.13632 0.363
H -0.38813 -0.73290 -0.99926 0.252
H 1.46682 -1.09080 -1.52649 0.297
H 1.02196 0.21751 1.66850 0.276
H 1.38377 -1.37559 2.69769 0.282
```

=====

(3)
This record from OMol25 describes 2 unconnected molecules or ions with the total composition C3H8N4O at a distorted geometry. The level of theory is wB97M-V/def2-TZVPD.

Results
gap between HOMO and LUMO (spin up / spin down) = 0.2670 / 0.1251 Ha
net charge = +2

The geometry in XYZ format:
```
16
Properties=species:S:1:pos:R:3:mulliken_charge:R:1
C 0.51912 -0.82793 -0.35664 0.507
C 1.44669 1.04509 0.68049 -0.483
C -0.37634 0.22253 -0.58930 -0.792
N -4.10686 -0.90059 0.72241 0.526
N 1.48975 -0.33812 0.38546 -0.122
N 0.39396 -1.97074 -1.02922 -0.431
N 0.11165 1.40331 0.08305 -0.097
O -5.02568 -0.32539 0.81530 0.106
H 1.34857 1.08963 1.74815 0.346
H 2.39197 1.69969 0.46984 0.343
H -1.15020 0.45540 -1.31602 0.547
H 2.33963 -0.72493 0.80769 0.224
H -0.11984 -2.03168 -1.94932 0.281
H 1.12455 -2.70352 -0.84377 0.273
H -0.53321 1.62766 0.86607 0.379
H 0.14623 2.27959 -0.49421 0.392
```

=====

(4)
This record from OMol25 describes C3H8N4O2 in the gas phase at a distorted geometry. The level of theory is wB97M-V/def2-TZVPD.

Results
gap between HOMO and LUMO = 0.3013 Ha

The geometry in XYZ format:
```
17
Properties=species:S:1:pos:R:3:mulliken_charge:R:1
N 1.41008 -1.95623 0.40259 -0.796
N 0.95240 -0.88400 -0.38459 -0.147
C 0.68958 0.83057 -0.33329 -0.060
N 1.51112 1.88075 -0.42367 -0.482
C -0.61305 0.76172 0.00782 0.166
N -1.60360 1.63474 -0.34739 -0.513
C -0.98174 -0.73786 0.12183 0.870
O -1.97014 -1.17501 -0.49848 -0.723
O -0.87410 -1.06612 1.49229 -0.515
H 0.82775 -2.77114 0.20027 0.293
H 1.20738 -1.72052 1.37565 0.336
H 1.14811 -1.05542 -1.36985 0.308
H 2.47748 1.66678 -0.64096 0.240
H 1.33024 2.59066 0.28531 0.237
H -2.46249 1.13929 -0.58937 0.251
H -1.33769 2.38911 -0.96823 0.216
H -1.71135 -1.52732 1.67008 0.318
```

=====

(5)
This record from OMol25 describes 2 unconnected molecules or ions with the total composition C3H8N5 at a distorted geometry. The level of theory is wB97M-V/def2-TZVPD.

Results
gap between HOMO and LUMO = 0.2618 Ha
net charge = +1

The geometry in XYZ format:
```
16
Properties=species:S:1:pos:R:3:mulliken_charge:R:1
C 0.40579 1.47565 -1.85183 0.046
C -0.07384 2.12942 0.32640 -0.390
C 0.26164 0.65802 0.76641 -0.339
N 0.14806 2.44452 -1.07964 -0.330
N -0.05449 -3.12742 0.40323 -0.154
N -0.56542 -2.01546 0.84906 -0.077
N 0.01907 0.14603 -1.50678 -0.548
N -0.02458 -0.22216 -0.35248 0.276
H 0.72182 1.54301 -2.86623 0.428
H -1.15416 2.50261 0.71440 0.311
H 0.63174 2.72910 1.05559 0.280
H 1.36020 0.57730 1.04754 0.323
H -0.48091 0.18591 1.43860 0.279
H 0.94153 -3.34333 0.51892 0.287
H -0.52487 -3.89912 -0.05490 0.266
H -1.61158 -1.78407 0.59170 0.343
```

=====

(6)
This record from OMol25 describes a molecular structure, C3H8N5S at a distorted geometry. The level of theory is wB97M-V/def2-TZVPD.

Results
gap between HOMO and LUMO = 0.3410 Ha
net charge = +1

The geometry in XYZ format:
```
17
Properties=species:S:1:pos:R:3:mulliken_charge:R:1
C 0.57477 -1.64664 -1.12122 0.095
C -0.95936 1.19060 0.79610 0.764
C 1.95018 -1.45548 -0.67939 -0.472
N -0.50039 -1.45532 -0.49772 -0.590
N -0.52195 0.17127 1.55535 -0.975
N -1.48208 2.24383 1.41058 -0.367
N -0.79615 1.22312 -0.52109 -0.296
N 0.17884 -0.83452 1.06307 0.282
S 1.84803 -0.29838 0.74265 0.100
H 0.44087 -2.01079 -2.09807 0.472
H 2.30304 -2.36849 -0.18533 0.317
H 2.68247 -0.93494 -1.30630 0.402
H -1.60749 2.15237 2.37032 0.246
H -1.85417 3.10731 0.95166 0.225
H -0.90366 0.37286 -0.89681 0.200
H -1.16794 1.98872 -0.94554 0.185
H 0.03862 -1.77574 1.53527 0.414
```

=====

(7)
This record from OMol25 describes 2 unconnected molecules or ions with the total composition C3H8N5S at a distorted geometry. The level of theory is wB97M-V/def2-TZVPD.

Results
gap between HOMO and LUMO (spin up / spin down) = 0.2640 / 0.2639 Ha
net charge = +1

The geometry in XYZ format:
```
17
Properties=species:S:1:pos:R:3:mulliken_charge:R:1
C 0.25340 0.70206 -0.40340 0.549
C 0.20872 -0.68935 -0.96183 -0.522
C -0.92623 -0.75214 -2.06664 0.005
N 0.00025 1.75307 -1.14325 -0.311
N -1.41168 0.14439 -2.77317 -0.299
N -0.49475 1.83270 -2.32658 0.122
N 0.28261 0.84074 0.89729 -0.233
N 0.72860 -0.92397 3.13364 -0.930
S -0.83392 2.95637 -3.28975 0.134
H 1.04117 -1.01840 -1.55329 0.385
H -0.14765 -1.49136 -0.38097 0.262
H -1.38195 -1.75635 -2.34884 0.391
H 0.65925 0.25707 1.64308 0.371
H 0.29876 1.77007 1.16955 0.257
H 1.00830 -0.56734 4.11603 0.267
H 0.99951 -1.96058 3.25732 0.284
H -0.28438 -1.09698 3.03080 0.269
```

=====

(8)
This record from OMol25 describes a gas-phase ion, C3H8NO (charge -1) at a distorted geometry. The level of theory is wB97M-V/def2-TZVPD.

Results
gap between HOMO and LUMO = 0.2298 Ha
net charge = -1

The geometry in XYZ format:
```
13
Properties=species:S:1:pos:R:3:mulliken_charge:R:1
C -0.60932 0.28246 1.86974 -1.181
C -0.45823 0.01539 0.31901 -0.616
N 0.82909 -0.62428 -0.24008 -0.483
C 0.72777 -0.26276 -1.68708 -0.368
O 1.28713 0.93187 -2.08042 -0.898
H -1.70822 0.46231 1.96132 0.251
H -0.12149 1.10892 2.17239 0.360
H -0.33718 -0.66457 2.20412 0.385
H -0.70135 0.89968 -0.30585 0.431
H -1.32732 -0.48194 -0.15881 0.368
H 1.60500 -0.18041 0.19981 0.251
H -0.34466 -0.40540 -1.98962 0.184
H 1.15878 -1.08128 -2.26454 0.315
```

=====

(9)
This record from OMol25 describes a gas-phase ion, C3H8NO (charge -1) at a distorted geometry. The level of theory is wB97M-V/def2-TZVPD.

Results
gap between HOMO and LUMO = 0.2471 Ha
net charge = -1

The geometry in XYZ format:
```
13
Properties=species:S:1:pos:R:3:mulliken_charge:R:1
N -0.05527 -0.14921 2.30797 -0.679
C 0.38399 -0.12119 0.83753 -0.255
C -0.72894 -0.52910 -0.08713 -0.658
C -0.23856 -0.02460 -1.72967 -0.312
O 0.76583 0.72532 -1.51415 -0.819
H -0.81238 0.40381 2.38584 0.247
H 0.55790 0.45944 2.80997 0.225
H 0.77922 0.87720 0.44579 0.217
H 1.31981 -0.77058 0.67791 0.248
H -1.27475 -1.47335 -0.26913 0.345
H -1.54998 0.33054 0.23175 0.052
H -1.12497 0.44991 -2.16685 0.212
H -0.13352 -0.98566 -2.28224 0.175
```

=====

(10)
This record from OMol25 describes 2 unconnected molecules or ions with the total composition C3H8NO. The level of theory is wB97M-V/def2-TZVPD.

Results
gap between HOMO and LUMO = 0.2374 Ha
net charge = -1

The geometry in XYZ format:
```
13
Properties=species:S:1:pos:R:3:mulliken_charge:R:1
C 0.66836 0.64156 -2.93005 -0.642
O 0.82308 0.40415 -1.60363 -0.795
H -0.28816 0.23207 -3.32451 0.171
H 1.47316 0.18731 -3.57056 0.133
H 0.73892 1.72504 -3.19149 0.155
C -1.58867 -0.75488 1.81423 -0.695
C 0.49787 0.04978 1.24398 0.125
N -0.22627 -0.35783 2.20170 -0.582
H -1.93372 -0.12816 0.98394 0.310
H -1.55480 -1.80645 1.53116 0.236
H -2.26942 -0.56501 2.64532 0.276
H 1.51820 0.34461 1.45382 0.313
H 0.10846 0.07842 0.21786 -0.005
```

=====

The evaluated molecular weight for the records listed, in turn: 116.124, 116.124, 116.124, 132.123, 114.132, 146.199, 146.199, 74.103, 74.103, 74.103 g mol⁻¹.
The evaluated E for the records listed, in turn: -413.10609, -413.27986, -412.56904, -488.46552, -392.44112, -790.71525, -790.66952, -249.03316, -249.01519, -249.03825 a.u..
The evaluated ΔE to the lowest compared entry with this formula, charge and spin for the records listed, in turn: 194.5, 85.5, 79.8, 110.6, 129.5, 64.1, 92.8, 33.5, 44.8, 30.3 kcal per mole.